Entry 1:
Below is a structure of composition C5H13NO2, with properties calculated with wB97M-V/def2-TZVPD.

```
! RIJCOSX wB97M-V def2-TZVPD def2/J DEFGRID3
* xyz 1 2
N 1.46338 -0.27865 0.94530
C 0.09497 0.09948 1.09396
C -0.37013 1.55223 0.83747
C -3.22767 -1.90526 0.61490
C -2.26565 -0.75402 0.45149
C -0.91124 -0.83457 0.99130
H 1.64744 -0.38569 -0.03268
H 1.43375 -1.16997 1.46369
H -1.37175 1.70941 1.21714
H -0.40929 1.82552 -0.17192
H -2.60095 -2.80131 0.76653
H -3.79754 -1.92533 1.57881
H -4.02561 -1.75302 -0.25104
H -2.74780 0.19400 0.64635
H -0.70421 -1.92916 0.93484
H 0.93322 1.01161 -3.29371
H 3.74646 0.89633 -2.13077
O 3.19859 0.51782 -1.40975
H 2.13459 0.61433 -2.02629
H 0.28276 2.21597 1.48333
O 1.21560 1.29477 -2.43225
*
```

Summary:
HOMO (alpha / beta): -0.5307 / -0.5306 Ha
Molecular weight: 119.164 g mol⁻¹

Here are the Löwdin charges for atoms 1 to 2, given in e:
1. N 0.161
2. C -0.189

=====

Entry 2:
Below is a cluster of 2 separate species, C5H13NO2 in total, with properties calculated with wB97M-V/def2-TZVPD.

```
! RIJCOSX wB97M-V def2-TZVPD def2/J DEFGRID3
* xyz 1 2
C -0.43731 1.40899 2.29124
N 0.64455 1.26650 1.34122
C 0.45877 0.55957 0.12955
C -0.09955 -0.90297 0.24718
C 1.15773 -1.79582 0.22688
C -1.04128 -1.13449 -0.95183
O 0.88033 0.99281 -0.90034
H -1.14315 2.17404 1.93228
H -0.86294 0.44987 2.57947
H -0.07388 1.81084 3.24672
H 1.56900 1.63600 1.57422
H -0.62106 -1.01647 1.20161
H 1.72899 -1.51522 -0.64670
H 0.83529 -2.83757 0.29139
H 1.78326 -1.60728 1.09926
H -1.61991 -2.03689 -0.77944
H -1.78926 -0.33868 -1.00561
H -0.45494 -1.13631 -1.87695
H -0.43191 1.88834 -3.84065
H 0.12421 1.08095 -2.77313
O -0.60693 1.05378 -3.38637
*
```

Summary:
HOMO (alpha / beta): -0.5191 / -0.5188 Ha
Molecular weight: 119.164 g mol⁻¹

Here are the Löwdin charges for atoms 1 to 2, given in e:
1. C 0.030
2. N 0.248

=====

Which formula does entry 1 have? C5H13NO2

=====

What is the formula in the second record? C5H13NO2

=====

Look up the molecular weight of the first one. 119.164 g mol⁻¹